P | Here is a cluster of 3 separate species, C4H12NO in total from the OMol25 dataset. Energies are from the ωB97M-V functional and the def2-TZVPD basis.

Last column: Löwdin charge in e.
CARTESIAN COORDINATES (ANGSTROEM)
O1 0.47 -1.62 1.55  -0.12
N1 1.00 0.62 2.65  0.20
C1 -1.12 1.57 -0.76  -0.04
C2 -0.12 -0.77 -0.90  0.01
C3 0.05 -0.89 -2.35  -0.03
C4 -0.51 0.37 -0.19  0.01
H1 -0.49 -1.73 -2.80  0.12
H2 0.70 0.94 3.56  0.07
H3 -0.52 2.05 -1.55  0.11
H4 -1.29 2.32 0.00  0.09
H5 1.10 -1.06 -2.57  0.12
H6 -2.12 1.33 -1.14  0.13
H7 0.30 -1.57 -0.31  0.08
H8 0.67 -0.30 2.30  -0.05
H9 -0.38 0.30 0.88  0.06
H10 -0.33 -0.03 -2.91  0.09
H11 0.64 -2.40 2.11  0.05
H12 1.95 0.85 2.43  0.07

Summary:
- Net charge: +1
- HOMO energy: -13.82 eV
- Lowest unoccupied orbital energy: -9.20 eV
- Kohn-Sham gap: 4.62 eV

***

Q | Here is a cluster of 3 separate species, C4H12NO in total from the OMol25 dataset. Energies are from the ωB97M-V functional and the def2-TZVPD basis.

Last column: Löwdin charge in e.
CARTESIAN COORDINATES (ANGSTROEM)
O1 3.28 -0.62 0.24  -0.11
N1 1.34 1.21 0.21  0.25
C1 -2.98 -0.56 0.84  -0.05
C2 -1.00 0.55 -0.36  0.16
C3 0.34 0.38 0.03  -0.12
C4 -1.97 -0.61 -0.35  -0.18
H1 2.34 -0.26 -3.48  0.01
H2 -1.37 -1.51 -0.29  0.12
H3 -2.43 -0.57 1.87  0.13
H4 0.64 -0.68 0.17  0.15
H5 4.18 -0.52 0.57  0.04
H6 -3.52 0.38 0.80  0.07
H7 1.12 2.20 0.15  0.11
H8 -1.36 1.55 -0.70  0.17
H9 -3.70 -1.41 0.86  0.10
H10 2.77 0.25 0.34  -0.01
H11 -2.55 -0.63 -1.34  0.17
H12 1.97 -0.85 -3.27  0.00

Summary:
- Net charge: +1
- HOMO energy: -14.07 eV
- Lowest unoccupied orbital energy: -8.64 eV
- Kohn-Sham gap: 5.43 eV

***

What should be chosen as the least stable of them? Choose P.

***

P | Here is a cluster of 2 separate species, C4H12NO in total from the OMol25 dataset. Energies are from the ωB97M-V functional and the def2-TZVPD basis.

Last column: Löwdin charge in e.
CARTESIAN COORDINATES (ANGSTROEM)
O1 2.40 0.78 -0.24  -0.06
N1 0.16 -0.10 1.53  0.20
C1 -1.50 -0.55 -0.17  -0.22
C2 -1.25 0.21 1.11  -0.14
C3 0.30 -0.59 -1.81  0.00
C4 -0.76 0.02 -1.32  -0.18
H1 -2.58 -0.61 -0.32  0.13
H2 0.56 -1.64 -1.66  0.08
H3 -1.33 1.29 0.92  0.14
H4 1.02 -0.12 -2.47  0.07
H5 -1.96 0.06 1.91  0.13
H6 -0.88 1.08 -1.53  0.12
H7 0.53 0.54 2.23  0.17
H8 2.61 1.57 0.28  0.07
H9 0.76 0.01 0.69  0.11
H10 -1.35 -1.63 -0.02  0.13
H11 0.28 -1.05 1.89  0.18
H12 2.99 0.73 -0.99  0.07

Summary:
- Net charge: +1
- HOMO energy: -13.79 eV
- Lowest unoccupied orbital energy: -3.38 eV
- Kohn-Sham gap: 10.41 eV

***

Q | Here is a cluster of 2 separate species, C4H12NO in total from the OMol25 dataset. Energies are from the ωB97M-V functional and the def2-TZVPD basis.

Last column: Löwdin charge in e.
CARTESIAN COORDINATES (ANGSTROEM)
O1 1.44 1.26 2.98  -0.05
N1 -1.42 -0.94 -0.69  0.06
C1 0.28 0.29 -1.70  -0.12
C2 -0.76 -0.18 0.49  -0.07
C3 -0.31 -1.13 -1.67  -0.12
C4 0.43 0.56 -0.15  -0.14
H1 -0.75 -1.39 -2.63  0.13
H2 -2.00 -1.70 -0.34  0.19
H3 1.30 0.23 -2.07  0.12
H4 0.37 1.60 0.15  0.12
H5 2.29 1.61 2.69  0.05
H6 -1.51 0.46 0.93  0.13
H7 0.49 -1.81 -1.39  0.14
H8 -0.36 0.97 -2.24  0.12
H9 -2.04 -0.28 -1.14  0.17
H10 1.36 0.09 0.15  0.11
H11 -0.40 -1.03 1.07  0.13
H12 1.52 0.53 3.59  0.04

Summary:
- Net charge: +1
- HOMO energy: -14.61 eV
- Lowest unoccupied orbital energy: -3.33 eV
- Kohn-Sham gap: 11.28 eV

***

R | Here is a cluster of 2 separate species, C4H12NO in total from the OMol25 dataset. Energies are from the ωB97M-V functional and the def2-TZVPD basis.

Last column: Löwdin charge in e.
CARTESIAN COORDINATES (ANGSTROEM)
O1 2.53 1.02 0.08  -0.05
N1 -0.28 0.55 1.01  0.06
C1 -1.29 0.78 -0.09  -0.13
C2 -1.42 -0.48 -0.88  -0.16
C3 0.23 -0.82 0.81  -0.12
C4 -0.08 -1.17 -0.64  -0.15
H1 2.54 1.24 -0.86  0.06
H2 -0.86 0.73 1.89  0.21
H3 -2.16 1.23 0.48  0.15
H4 -0.98 1.59 -0.84  0.16
H5 -1.76 -0.26 -1.92  0.14
H6 -0.22 -1.46 1.44  0.10
H7 3.50 1.03 0.21  0.08
H8 1.29 -0.83 0.90  0.11
H9 0.47 1.28 1.04  0.18
H10 -2.11 -1.23 -0.49  0.13
H11 0.75 -0.98 -1.24  0.09
H12 -0.16 -2.23 -0.92  0.14

Summary:
- Net charge: +1
- HOMO energy: -15.79 eV
- Lowest unoccupied orbital energy: -3.23 eV
- Kohn-Sham gap: 12.56 eV

***

What should be chosen as the least stable of them? Choose P.